No. 1
DFT (wB97M-V/def2-TZVPD) results for a structure of composition C17H18N6O2PtS5 in a non-equilibrium geometry.

Geometry (Å):
N1 0.2271 2.7364 0.1258
C1 1.8583 4.1047 -0.9384
H1 1.2129 2.1098 5.9019
N2 1.8325 0.5403 2.1225
S1 -0.2482 1.6596 3.2686
H2 3.1101 1.9500 7.5180
C2 1.3399 1.0850 3.2170
C3 -3.7753 -2.3656 -0.1561
C4 1.3527 2.8636 -0.6104
C5 -2.3667 -0.6749 -1.2931
H3 -1.2335 -1.2252 -2.9124
H4 -4.7063 -2.8074 -0.5065
H5 3.0508 1.5970 -1.4083
O1 3.3464 -1.4977 2.3017
N3 1.8701 -0.6689 -1.2939
O2 4.2727 0.6488 1.4986
H6 -0.9432 0.3425 -2.2686
H7 5.4718 -0.1338 4.5984
H8 0.0344 -4.2728 -0.0443
C6 0.0301 5.1024 0.2330
H9 5.2094 0.8430 6.8719
C7 3.2081 1.5366 6.5225
C8 4.5568 0.3651 4.8889
S2 3.3554 -0.0653 2.3478
S3 1.8607 -3.1951 -1.2114
C9 1.1185 -4.3588 -0.0630
C10 2.0199 1.6116 -1.0632
H10 -0.5139 5.9613 0.5988
C11 2.1471 1.6355 5.6297
H11 -3.9969 -1.5566 0.5323
H12 1.5734 6.2237 -0.7476
N4 -1.5472 -0.4618 -2.3344
H13 -3.1796 -3.1178 0.3622
H14 1.5165 -4.2247 0.9410
C12 2.3094 1.1018 4.3652
C13 1.1904 5.2410 -0.5050
H15 -1.3101 3.6538 1.1174
C14 4.3981 0.9080 6.1580
S4 -2.5858 0.5291 -0.0971
C15 3.4931 0.4866 4.0160
H16 2.7632 4.1718 -1.5271
H17 1.3959 -5.3444 -0.4356
C16 -0.4195 3.8261 0.5296
S5 0.0498 -1.5814 0.5898
Pt1 -0.1720 0.7115 0.6621
N5 -3.0356 -1.8296 -1.2893
H18 -2.7805 -2.4928 -2.0053
N6 1.3286 0.5565 -0.9454
C17 1.2548 -1.6393 -0.6649

Computed properties:
Lowest unoccupied orbital energy (alpha / beta)   -0.6673 / -0.6783 eV
Kohn-Sham gap (alpha / beta)   5.95 / 5.98 eV
E   -88379.1044 eV
Net charge   0

No. 2
DFT (wB97M-V/def2-TZVPD) results for the molecule C17H18N6O2S in a non-equilibrium geometry.

Geometry (Å):
N1 -1.8500 2.6505 -4.2379
O1 1.1299 2.7865 -1.3631
C1 1.7809 -5.0627 -0.4976
C2 2.0295 -2.4849 0.5959
C3 3.0769 -0.8815 2.1913
H1 -2.3384 3.3577 -0.3803
H2 2.2843 -3.5393 2.4593
C4 1.9899 -4.8928 0.8668
S1 0.7781 2.5176 0.0438
H3 -2.6448 1.5177 2.0432
N2 1.6699 -0.1394 0.4578
H4 1.6691 -6.0478 -0.9609
H5 -0.2841 2.8633 -2.8694
H6 3.8948 0.7263 3.4637
C5 -3.0773 1.9609 1.1273
H7 -4.2268 0.1391 0.6876
H8 1.4799 -4.1152 -2.3693
N3 -1.1569 2.4238 -3.1329
C6 1.6507 -3.9396 -1.3216
H9 -4.1740 1.2566 -0.6409
N4 -2.9043 1.1819 -2.9769
H10 -1.8992 -0.3847 0.6270
H11 -3.9168 2.6002 1.4196
H12 2.7023 2.4414 2.3013
C7 1.7657 1.1636 0.8604
N5 -0.8954 1.9227 -0.0021
C8 3.2637 0.4253 2.6402
O2 0.7863 3.7611 0.8111
C9 2.5883 1.4268 1.9657
H13 1.6143 -1.8424 -1.4992
H14 -0.4349 0.2716 -1.3048
C10 -1.9643 2.8079 0.4477
H15 -1.5754 3.5243 1.1839
C11 1.7272 -2.6665 -0.7823
C12 -2.3281 0.0536 -0.3029
H16 -2.6231 -0.7669 -0.9491
H17 3.5489 -1.6593 2.7490
C13 -3.5648 0.8344 0.1528
C14 -1.8145 1.4919 -2.3529
C15 2.2168 -1.1509 1.1025
N6 -2.8801 1.9294 -4.1383
C16 -1.2862 0.9019 -1.0226
H18 2.0747 -5.7508 1.5187
C17 2.1173 -3.6132 1.3883

Computed properties:
Lowest unoccupied orbital energy   -0.4097 eV
Kohn-Sham gap   8.96 eV
E   -41789.6822 eV
Net charge   0
SMILES   O=S(=O)(c1cccc(-c2ccccc2)n1)N1CCCC[C@H]1c1nnn[nH]1